No. 1
C4H9NOS | the ωB97M-V functional and the def2-TZVPD basis

The value obtained for the total energy is -18665.4179 eV. Its LUMO energy is 0.688 eV. The structure (SMILES) is O=CNCCCS.

XYZ file:
```
16
C4H9NOS the ωB97M-V functional and the def2-TZVPD basis
C 0.14 -1.79 0.22
N -0.63 -0.73 -0.45
C -0.95 -0.73 -1.77
O -1.75 0.04 -2.37
C 1.42 -0.95 0.72
C 0.99 0.31 1.56
S 0.18 1.81 0.82
H 0.35 -2.52 -0.56
H -0.39 -2.30 1.13
H -1.17 -0.13 0.13
H -0.42 -1.53 -2.36
H 2.22 -0.74 -0.12
H 1.88 -1.63 1.57
H 1.89 0.91 1.83
H 0.44 0.07 2.49
H 1.20 2.69 0.53
```

Atomic partial charges in e from the Mulliken method, atoms 1 to 5: -0.6864, -0.0426, 0.0652, -0.6023, -0.2305

---

No. 2
C4H9NOS | the ωB97M-V functional and the def2-TZVPD basis

The value obtained for the total energy is -18665.4028 eV. Its LUMO energy is 0.674 eV. The structure (SMILES) is CNC(=O)CCS.

XYZ file:
```
16
C4H9NOS the ωB97M-V functional and the def2-TZVPD basis
C -0.12 0.12 -0.57
C -0.93 -0.09 -1.89
S 0.14 0.31 -3.37
C -0.91 -0.07 0.76
N -0.16 -0.02 1.92
C 1.25 0.19 2.14
O -2.15 -0.37 0.89
H 0.31 1.09 -0.79
H 0.85 -0.50 -0.38
H -1.83 0.36 -2.19
H -1.12 -1.14 -1.98
H 0.18 -1.01 -3.69
H -0.73 0.39 2.72
H 1.58 0.39 3.14
H 1.70 1.07 1.62
H 1.95 -0.71 1.69
```

Atomic partial charges in e from the Mulliken method, atoms 1 to 5: -0.3481, -0.8779, -0.2312, 0.4893, -0.1666

---

No. 3
C4H9NOS | the ωB97M-V functional and the def2-TZVPD basis

The value obtained for the total energy is -18664.9447 eV. Its LUMO energy is 0.870 eV. The structure (SMILES) is C=NS[C@H](C)OC.

XYZ file:
```
16
C4H9NOS the ωB97M-V functional and the def2-TZVPD basis
C -0.11 -1.96 0.30
C 0.63 -0.02 -0.95
C 0.19 0.90 -2.04
C -0.69 1.33 2.41
H -0.23 -1.53 1.28
H -0.89 -2.71 0.23
H 0.86 -2.45 0.21
H 1.56 -0.55 -1.23
H -0.76 1.37 -1.75
H 0.92 1.65 -2.28
H -0.05 0.35 -3.01
H -1.66 1.27 2.89
H 0.18 1.58 2.99
N -0.59 0.89 1.22
O -0.38 -1.06 -0.78
S 1.01 0.94 0.52
```

Atomic partial charges in e from the Mulliken method, atoms 1 to 5: -0.6917, 0.2796, -1.3100, -0.2536, 0.2734

---

No. 4
C4H9NOS | the ωB97M-V functional and the def2-TZVPD basis

The value obtained for the total energy is -18666.3578 eV. Its LUMO energy is 0.744 eV. The structure (SMILES) is O=CNCCCS.

XYZ file:
```
16
C4H9NOS the ωB97M-V functional and the def2-TZVPD basis
C 1.14 0.80 0.75
N 0.21 1.20 -0.34
C -0.27 2.47 -0.46
O -0.67 2.85 -1.54
C 1.16 -0.70 0.95
C -0.16 -1.40 1.17
S -0.73 -2.30 -0.40
H 2.12 1.25 0.59
H 0.70 1.26 1.64
H 0.24 0.52 -1.08
H -0.24 2.99 0.51
H 1.66 -1.17 0.10
H 1.82 -0.82 1.82
H -0.12 -2.30 1.76
H -0.91 -0.72 1.56
H -1.85 -1.50 -0.56
```

Atomic partial charges in e from the Mulliken method, atoms 1 to 5: -0.7329, -0.0669, 0.1276, -0.5875, -0.5992

---

Per-record orbital gap, hartree: 0.356; 0.365; 0.354; 0.371
Per-record ΔE to the lowest compared entry with this formula, charge and spin, kcal per mole: 48.62; 48.97; 59.54; 26.95